Entry 1:
The following is a quantum chemistry calculation of C46H59As3CdF5N3PS2 as an isolated structure, from the Open Molecules 2025 dataset.

```
120
Properties=species:S:1:pos:R:3:mulliken_charge:R:1
Cd 0.17 -0.14 0.49 2.135
C 1.44 7.55 -1.21 -0.617
C 2.03 6.63 -2.07 -0.747
C 1.97 5.28 -1.77 -0.161
C 1.33 4.83 -0.61 -0.074
C 0.76 5.76 0.24 -0.384
C 0.81 7.12 -0.06 -0.648
P 1.21 3.05 -0.17 0.899
C 2.80 2.43 -0.86 -0.339
C 2.87 1.52 -2.05 0.370
C 4.22 1.43 -2.80 -0.015
C 5.39 1.86 -1.96 -1.329
C 5.25 2.50 -0.81 -0.622
C 3.93 2.84 -0.27 -1.001
C 0.06 2.37 -1.43 1.234
C -0.41 3.10 -2.52 -0.286
C -1.06 2.46 -3.57 -1.176
C -1.20 1.08 -3.54 -0.634
C -0.78 0.36 -2.42 -0.272
C -0.18 0.99 -1.32 -0.887
H 1.49 8.61 -1.44 0.389
H 2.53 6.96 -2.97 0.435
H 2.44 4.56 -2.44 0.433
H 0.28 5.44 1.16 0.254
H 0.36 7.84 0.62 0.435
H 2.05 1.73 -2.75 0.518
H 4.24 1.99 -3.74 0.506
H 6.38 1.69 -2.37 0.592
H 6.12 2.84 -0.26 0.478
H 3.88 3.48 0.60 0.395
H -0.24 4.17 -2.57 0.398
H -1.40 3.03 -4.42 0.433
H -1.63 0.56 -4.39 0.528
H -0.91 -0.71 -2.42 0.557
F 1.77 -6.85 -0.48 -0.315
C 1.15 -5.78 0.01 0.756
C 0.84 -4.72 -0.82 -0.290
F 1.14 -4.76 -2.12 -0.321
C 0.19 -3.61 -0.30 -0.923
F -0.10 -2.61 -1.15 -0.303
C -0.16 -3.50 1.05 0.898
S -0.93 -2.08 1.72 -0.369
C 0.18 -4.59 1.84 0.141
F -0.09 -4.56 3.16 -0.413
C 0.82 -5.71 1.35 0.195
F 1.12 -6.72 2.16 -0.308
C 4.29 -0.22 1.55 -1.207
As 2.43 -0.38 2.09 0.969
C 2.53 -2.25 2.63 -1.339
C 2.63 0.62 3.78 -2.223
C 1.44 1.01 4.67 2.635
C 2.04 1.76 5.88 -2.327
C 0.51 2.03 3.98 -1.992
As -0.84 1.44 2.69 0.375
C -1.64 3.21 2.40 -1.016
C -2.27 0.74 3.83 -1.445
C 0.64 -0.21 5.14 -1.145
As 1.20 -1.20 6.77 0.279
C -0.10 -2.64 6.50 -0.859
C 2.77 -2.21 6.16 -0.930
H 4.92 -0.39 2.42 0.562
H 4.48 0.76 1.12 0.112
H 4.49 -0.97 0.78 0.391
H 3.41 -2.41 3.25 0.565
H 2.62 -2.83 1.72 0.456
H 1.63 -2.56 3.16 -0.072
H 3.16 1.53 3.48 0.652
H 3.34 0.03 4.37 0.455
H 2.51 2.69 5.55 0.455
H 2.80 1.16 6.38 0.578
H 1.27 2.00 6.61 0.480
H 1.10 2.78 3.45 0.402
H -0.06 2.56 4.76 0.713
H -1.70 3.75 3.34 0.497
H -2.64 3.11 1.99 0.397
H -1.03 3.77 1.70 -0.264
H -2.30 1.27 4.78 0.538
H -2.13 -0.33 4.01 0.303
H -3.22 0.89 3.32 0.491
H 0.47 -0.91 4.31 -0.152
H -0.35 0.13 5.45 0.674
H -1.11 -2.26 6.68 0.344
H 0.09 -3.43 7.22 0.422
H -0.04 -3.04 5.49 0.031
H 3.61 -1.55 5.98 0.270
H 2.55 -2.80 5.28 0.089
H 3.04 -2.89 6.97 0.508
S 2.84 -0.29 -1.68 -0.233
C 4.19 -0.10 -3.08 0.746
N 5.39 -0.80 -2.85 -0.121
C 5.56 -2.08 -3.31 -0.442
C 4.82 -2.56 -4.33 -0.750
C 3.87 -1.66 -4.94 -0.413
C 3.60 -0.47 -4.39 -0.844
H 5.88 -0.55 -2.01 0.285
H 6.36 -2.65 -2.85 0.376
H 4.99 -3.55 -4.71 0.450
H 3.39 -1.95 -5.87 0.432
H 2.89 0.22 -4.83 0.372
C -5.41 -0.61 -1.78 -0.775
C -3.87 -0.84 -1.74 -0.505
N -3.31 -0.28 -0.53 0.372
C -3.45 1.17 -0.53 1.442
C -4.94 1.56 -0.69 -1.041
N -5.74 0.28 -0.61 -0.017
C -5.45 -0.43 0.68 -0.915
C -3.96 -0.85 0.64 0.142
H -5.98 -1.53 -1.65 0.285
H -5.74 -0.10 -2.68 0.384
H -3.40 -0.37 -2.60 0.182
H -3.66 -1.91 -1.77 0.576
H -2.86 1.59 -1.35 -0.055
H -3.05 1.56 0.40 -0.955
H -5.16 2.00 -1.66 0.368
H -5.31 2.21 0.09 0.340
H -6.73 0.51 -0.64 0.293
H -6.13 -1.27 0.75 0.319
H -5.67 0.27 1.49 0.378
H -3.85 -1.93 0.61 0.645
H -3.44 -0.52 1.54 -0.532
```

Calculated values
- HOMO: -0.33530 hartree
- Kohn-Sham gap: 6.49 eV
- E_LUMO: -2.63 eV
- Net charge: +1
- Electronic energy: -10464.3053 a.u.

Entry 2:
The following is a quantum chemistry calculation of C46H59IrO4 as an isolated structure in a non-equilibrium geometry, from the Open Molecules 2025 dataset.

```
110
Properties=species:S:1:pos:R:3:mulliken_charge:R:1
Ir 0.35 0.35 -0.37 1.926
C 1.23 2.71 -1.41 -0.843
O 1.13 2.22 -0.08 -0.542
C 0.34 2.84 0.77 0.993
C 1.00 2.70 2.00 -0.432
C 2.45 2.15 1.92 -1.724
C 2.78 0.63 1.81 0.275
C 3.15 0.11 3.10 -0.731
C 3.55 -1.20 3.34 0.002
C 3.60 -2.02 2.22 -0.593
C 3.19 -1.58 0.93 0.581
C 3.00 -2.68 -0.11 -1.681
C 1.61 -2.92 -0.70 -0.173
C 1.62 -3.82 -1.80 -0.429
C 0.53 -3.96 -2.67 -0.177
C -0.58 -3.17 -2.39 -0.288
C -0.69 -2.28 -1.27 0.731
C -2.05 -1.55 -1.31 -2.086
C -2.23 -0.19 -2.05 0.728
C -2.79 0.01 -3.32 -0.027
C -3.05 1.32 -3.81 -0.022
C -2.67 2.44 -3.01 -0.452
C -2.09 2.27 -1.74 -0.681
C -1.70 3.49 -0.82 -1.342
C -0.94 3.40 0.56 -0.921
C -1.55 3.87 1.74 -0.138
C -0.94 3.76 3.02 0.191
C 0.35 3.18 3.13 -0.315
C -1.65 4.24 4.30 1.795
C -1.84 3.05 5.27 -1.569
C -3.05 4.86 4.06 -2.032
C -0.79 5.32 5.00 -1.591
C -1.94 0.96 -1.30 0.643
O -1.52 0.75 -0.16 -1.427
C -3.77 1.49 -5.16 1.779
C -5.16 0.82 -5.08 -1.628
C -4.01 2.97 -5.56 -2.022
C -2.94 0.84 -6.28 -1.542
C 0.43 -2.20 -0.34 0.277
O 0.62 -1.37 0.81 0.012
C -0.36 -1.60 1.79 -0.919
C 0.63 -4.87 -3.90 1.855
C 1.73 -4.34 -4.85 -1.567
C 0.98 -6.31 -3.47 -1.649
C -0.68 -4.95 -4.72 -2.005
C 2.77 -0.24 0.61 0.673
O 2.24 -0.03 -0.58 -1.139
C 3.83 -1.76 4.74 1.806
C 3.83 -0.69 5.85 -2.038
C 5.21 -2.45 4.78 -1.676
C 2.73 -2.79 5.09 -1.542
H 1.04 3.79 -1.47 0.482
H 0.57 2.16 -2.09 0.249
H 2.25 2.56 -1.75 0.310
H 2.96 2.55 2.81 0.794
H 3.01 2.66 1.12 0.443
H 3.07 0.80 3.94 0.449
H 3.84 -3.07 2.34 0.380
H 3.33 -3.64 0.31 0.659
H 3.69 -2.45 -0.93 0.488
H 2.55 -4.33 -2.02 0.624
H -1.42 -3.18 -3.08 0.440
H -2.47 -1.50 -0.30 0.406
H -2.78 -2.22 -1.78 0.857
H -3.07 -0.87 -3.89 0.589
H -2.82 3.45 -3.35 0.604
H -2.65 3.99 -0.62 0.682
H -1.13 4.19 -1.44 0.437
H -2.56 4.27 1.64 0.500
H 0.85 3.08 4.09 0.581
H -2.42 2.25 4.79 0.345
H -2.38 3.35 6.17 0.447
H -0.89 2.62 5.59 0.326
H -3.73 4.13 3.61 0.414
H -2.99 5.73 3.40 0.410
H -3.50 5.19 5.00 0.409
H 0.18 4.94 5.32 0.300
H -1.29 5.71 5.90 0.463
H -0.61 6.17 4.33 0.360
H -5.76 1.23 -4.27 0.353
H -5.09 -0.26 -4.92 0.340
H -5.72 0.96 -6.02 0.455
H -4.63 3.49 -4.82 0.402
H -4.53 3.03 -6.52 0.417
H -3.07 3.51 -5.66 0.386
H -2.82 -0.24 -6.13 0.299
H -1.94 1.28 -6.34 0.352
H -3.42 0.98 -7.26 0.453
H -0.35 -2.65 2.10 0.457
H -1.37 -1.32 1.48 0.156
H -0.12 -1.00 2.67 0.267
H 2.72 -4.35 -4.38 0.344
H 1.52 -3.30 -5.15 0.341
H 1.79 -4.95 -5.76 0.443
H 1.95 -6.37 -2.97 0.312
H 1.02 -6.98 -4.33 0.456
H 0.23 -6.70 -2.77 0.383
H -0.96 -3.97 -5.13 0.392
H -1.52 -5.32 -4.11 0.407
H -0.57 -5.63 -5.57 0.415
H 4.58 0.09 5.66 0.394
H 4.05 -1.13 6.83 0.424
H 2.85 -0.20 5.95 0.379
H 6.01 -1.76 4.49 0.386
H 5.26 -3.31 4.10 0.291
H 5.43 -2.83 5.78 0.456
H 1.73 -2.33 5.05 0.295
H 2.87 -3.19 6.10 0.452
H 2.73 -3.64 4.40 0.313
H 0.62 0.72 1.29 0.008
```

Calculated values
- HOMO (alpha / beta): -0.38210 / -0.38346 hartree
- Kohn-Sham gap (alpha / beta): 6.56 / 5.90 eV
- E_LUMO (alpha / beta): -3.84 / -4.53 eV
- Net charge: +1
- 2S+1: 2
- Electronic energy: -2193.0530 a.u.